{"formula": "C20H46AuO4P4", "method": "ωB97M-V with the def2-TZVPD basis set", "elements": ["C", "H", "H", "C", "H", "C", "C", "P", "H", "C", "H", "C", "C", "C", "H", "H", "C", "H", "H", "H", "H", "H", "Au", "H", "P", "H", "C", "O", "H", "H", "H", "H", "H", "H", "C", "H", "C", "H", "H", "O", "H", "H", "H", "H", "C", "P", "H", "C", "H", "P", "H", "H", "H", "H", "H", "C", "C", "C", "O", "H", "C", "H", "H", "C", "H", "H", "H", "H", "H", "C", "H", "H", "H", "O", "H"], "positions_angstrom": [[-2.74171, -1.09998, -5.52594], [-0.14227, 3.42010, 1.40698], [1.65233, -2.41411, 1.12292], [1.47179, -0.87511, -3.03233], [4.34385, 0.62934, -0.97716], [-1.28405, -3.50655, -5.65010], [-2.53983, -3.41570, -6.24612], [-0.43171, 2.03412, -0.52250], [1.22196, 0.33954, 3.86868], [-1.00136, 3.02093, 0.85695], [2.54717, 1.53962, 4.11322], [-4.05756, 0.43057, 2.57283], [3.11888, -2.22297, -1.09571], [1.70360, 1.24428, 3.46881], [3.37794, -1.12661, 2.43281], [-1.61779, 2.40884, 1.52886], [0.50467, 3.09378, -1.63976], [-4.76729, 0.05996, 3.32134], [3.25221, 1.53438, -2.08887], [-2.98531, -4.29055, -6.73729], [0.95163, 2.04463, 3.44823], [-1.32098, -1.57567, 0.82498], [0.70782, 0.09440, 0.04606], [3.80057, -2.10602, -0.24385], [2.31412, 0.94360, 1.78288], [4.31527, -0.30526, 1.14720], [-0.35203, -1.90325, 0.43312], [-1.19133, -0.36503, -3.82962], [3.67491, -2.56767, -1.97993], [-4.46338, 0.26696, 1.56862], [-1.07007, 0.85931, 6.28747], [-2.59091, 0.92727, -0.65726], [-1.92541, 0.27497, -3.72593], [-4.16718, -2.09086, -6.79200], [-1.71592, 1.62376, 5.83290], [-3.90771, 1.51293, 2.70869], [0.74436, -1.85884, 1.32197], [-2.09921, -1.43342, 5.89289], [0.56611, -1.57236, 2.35955], [-2.33126, 1.16118, 4.61819], [1.07744, 0.07921, -3.39928], [1.40754, 3.46310, -1.13278], [-1.14361, 2.54401, 5.65813], [-1.60534, 3.85301, 0.47301], [3.06339, 2.54217, 1.33872], [-1.53926, 0.33450, 3.44461], [-2.34495, -2.42182, 4.41735], [-0.73730, -2.39623, -5.00074], [4.24794, 0.17569, -2.71201], [2.36608, -0.63197, -1.49395], [-3.26771, -0.14779, -5.46915], [4.38691, 0.30016, 2.83478], [2.34099, -2.95369, -0.84219], [-1.62311, 0.81738, -2.14181], [-2.53882, 1.83864, 6.51924], [3.67957, 0.55118, -1.84756], [-3.23444, -2.19620, -6.24465], [-1.60399, -1.90245, 5.03431], [-2.83432, -0.31808, 2.63529], [-0.71250, -4.44145, -5.68924], [3.73890, -0.15557, 2.06979], [-0.33436, -2.52048, -0.47050], [-0.11194, 3.95491, -1.92843], [-1.94469, 1.49078, -1.34241], [3.56619, 2.47242, 0.36602], [3.79969, 2.81277, 2.11067], [-0.84548, -2.61627, 5.37140], [2.28636, 3.31719, 1.29566], [-2.49625, 2.34525, -1.75323], [-1.54361, -1.26533, -4.81271], [2.11688, -1.32992, -3.79432], [0.62844, -1.53409, -2.80256], [0.28251, -2.40262, -4.61963], [-0.88478, -0.93610, 4.25283], [0.79270, 2.54324, -2.54641]], "s2": 2.01, "homo_energy_ev": [-15.0, -14.9], "spin_multiplicity": 3, "total_charge": 3, "molar_mass_g_mol": 671.45}



{"formula": "C20H46Cl2LuOP2", "method": "ωB97M-V with the def2-TZVPD basis set", "elements": ["C", "C", "C", "Lu", "C", "C", "H", "C", "C", "C", "H", "H", "H", "C", "C", "H", "H", "C", "H", "H", "H", "H", "P", "H", "H", "H", "H", "H", "H", "C", "H", "C", "H", "H", "P", "C", "H", "H", "O", "C", "Cl", "H", "H", "H", "H", "H", "C", "H", "H", "C", "H", "H", "H", "H", "H", "H", "H", "H", "H", "H", "C", "H", "H", "H", "H", "H", "C", "H", "C", "H", "H", "Cl"], "positions_angstrom": [[1.23268, 2.10212, -3.13856], [-0.37920, 0.53591, 3.10968], [1.45985, -3.78514, 1.33961], [0.65059, 0.63115, 0.70423], [-1.74443, -2.40309, -2.74349], [-0.57141, 4.51119, 1.10952], [-0.96766, 1.81372, 4.58774], [-1.04304, 0.73064, 4.40826], [1.95099, 4.50563, -2.74340], [2.19299, 2.77461, 2.10638], [2.22141, 5.45112, 0.66819], [2.40531, 4.42669, -3.73920], [-1.22245, -3.94461, 2.54297], [3.02751, 4.70926, 0.60596], [0.58502, -4.46840, 0.27526], [-3.68920, -3.10354, -0.98730], [-0.53493, -5.78704, 1.63866], [-0.86456, -3.48372, -2.10283], [-1.39461, -4.93826, -3.57820], [1.23342, 1.08189, -2.74151], [2.19387, -4.49477, 1.73940], [-0.45966, -5.62156, -2.24266], [1.09713, 2.96570, -0.51576], [0.19999, 2.40224, -3.35990], [-2.80641, -2.66770, -2.70157], [0.94973, 4.94115, -2.85591], [3.71621, 4.87824, 1.44243], [-0.68729, 0.15019, 5.28421], [-2.18580, -5.23561, -2.01390], [2.52767, 3.26964, 0.68288], [-1.30993, 5.32135, 1.11067], [0.06281, -5.83879, 0.71614], [-3.25359, -1.80092, 0.15349], [-2.10298, -2.40273, 2.35186], [-0.69423, -3.27001, -0.27835], [1.89995, 3.08446, -2.16995], [0.50656, 5.22842, -0.64068], [2.56822, 5.18373, -2.14221], [0.37343, -0.34020, 2.68363], [-1.25404, -4.91053, -2.49188], [-1.82391, 1.08482, 0.73169], [3.58995, 4.88888, -0.31689], [-2.42635, -4.77522, 0.38306], [1.99720, -2.93149, 0.90470], [-4.33374, -3.12199, 0.66747], [-3.00803, -3.91499, 2.60251], [-0.08342, 4.34931, -0.33694], [3.30759, 2.60672, 0.26892], [-1.74681, 3.17590, -1.14455], [-3.45102, -2.87954, 0.05648], [-1.08328, 3.60332, 1.45791], [0.12754, -0.51350, -0.81652], [-2.11100, 0.55087, 4.23232], [2.34456, 3.58016, 2.83086], [0.87680, -3.40867, 2.18928], [1.80225, 2.11972, -4.07448], [2.86319, 1.95458, 2.39004], [2.93358, 2.74515, -1.96231], [-1.59324, -1.41640, -2.29320], [0.93769, -6.47771, 0.91277], [-2.26867, -3.69565, 0.58605], [1.15506, 2.41549, 2.28744], [0.22786, 4.76726, 1.81362], [1.21784, -4.59810, -0.62391], [-0.99458, 4.25325, -2.35754], [-1.46761, -2.33678, -3.80319], [-2.12231, -3.48025, 2.10872], [0.17534, -3.27934, -2.42868], [-1.26739, 4.15314, -1.29984], [-2.01381, 4.92422, -1.07391], [-0.53658, -6.31400, -0.07318], [2.88538, -0.23159, 0.10737]], "homo_energy_ev": -2.5, "total_charge": -1, "molar_mass_g_mol": 610.41}



{"formula": "C20H46Cl2N6O6", "method": "ωB97M-V with the def2-TZVPD basis set", "elements": ["O", "H", "C", "C", "H", "O", "H", "H", "H", "H", "H", "H", "H", "O", "C", "Cl", "H", "C", "C", "H", "H", "C", "H", "O", "H", "H", "H", "H", "C", "N", "H", "C", "H", "C", "H", "C", "C", "H", "H", "H", "N", "H", "H", "C", "H", "H", "C", "Cl", "H", "H", "O", "N", "H", "C", "H", "H", "C", "C", "H", "H", "O", "H", "C", "H", "H", "N", "H", "H", "H", "H", "H", "N", "C", "C", "N", "H", "C", "H", "H", "H"], "positions_angstrom": [[-3.91675, 2.90715, 1.78195], [1.55014, -0.36323, 1.21913], [4.19877, 0.95248, -3.97661], [-0.24058, 3.39562, 2.34511], [7.82297, 0.26755, 1.46886], [4.19794, 1.57783, -0.38466], [-2.74455, -0.13326, 2.91791], [-6.98201, 3.22793, -0.16323], [-6.99503, 1.67193, 0.68731], [5.48820, -0.10303, 2.49721], [-5.69473, 2.20155, -1.97335], [7.87807, 0.64110, -0.25204], [4.87138, 0.48982, -4.70289], [-1.33907, -3.70011, -0.93958], [2.81122, -1.05766, -3.59119], [-0.76411, 0.54637, -0.42270], [-3.09474, -3.68050, 2.17916], [2.07785, 3.11206, 1.59288], [5.14757, -0.33743, 1.48658], [3.74650, -1.55299, -3.85910], [1.95683, 2.75051, 0.57168], [1.78572, 1.04291, -4.25340], [-5.03423, -3.93423, -1.64158], [-3.87725, -1.39011, 1.80721], [-4.10295, 1.46272, -1.71220], [-1.02884, -2.45353, 4.85163], [3.04921, 2.82698, 1.99984], [2.12194, 4.20450, 1.54732], [5.38269, 1.31794, -0.32334], [-5.12562, 2.18123, 0.00873], [6.16868, 1.83402, -0.89573], [-4.68266, -2.94360, -1.92445], [-0.98986, 3.02536, 3.03781], [-2.10719, -3.42691, 2.55606], [7.37118, -0.98992, 0.24890], [0.65350, -0.49156, -0.75693], [-2.54796, -3.58216, -0.99183], [-3.12146, 1.84944, 0.23581], [-1.36039, -3.61519, 1.78293], [-2.92855, -2.22304, -3.84144], [1.02865, 2.70151, 2.49283], [1.99739, -1.58412, -4.08245], [4.11350, -0.03266, 1.32221], [-3.98668, 2.31717, 0.71844], [1.38937, 0.18616, -1.17826], [-6.35551, 3.13774, 1.43976], [7.34724, 0.06978, 0.50958], [2.30263, -2.40517, 0.17963], [0.30791, -1.57708, 1.08429], [-5.56208, 0.56915, -1.24609], [0.26240, 1.16173, 3.99784], [5.92188, 0.41303, 0.51980], [-0.12840, -1.60284, 3.55143], [-5.10968, 1.56073, -1.31481], [2.19606, 1.27069, 3.32187], [-4.97148, -2.88186, -2.97920], [-2.59705, -1.94624, -2.84312], [1.15172, 1.64627, 3.32479], [4.13990, 2.01400, -4.22290], [-5.21689, -2.16430, -1.38215], [0.65572, 0.65063, -4.03223], [5.23398, -1.41565, 1.34141], [-1.09859, -1.72658, 4.04335], [-0.68233, 3.23445, 1.35632], [1.96573, 1.99758, -4.77204], [-2.06502, -2.05121, 3.01502], [-3.23733, -4.07004, -0.28262], [-2.98978, -0.95599, -2.59375], [4.63357, 0.93855, -2.97620], [-1.93075, -4.11553, 3.38455], [-1.52957, -1.93754, -2.66052], [-3.23924, -2.82142, -1.86272], [-2.95096, -1.15748, 2.57256], [-6.41249, 2.58113, 0.50859], [2.90645, 0.31178, -4.05696], [-1.26307, -0.77491, 4.54756], [1.13235, -1.11118, 0.54721], [-0.05628, 4.46473, 2.45380], [2.70358, -1.12469, -2.50818], [0.39134, -1.27886, -1.45643]], "homo_energy_ev": -8.8, "smiles": "CN(C)C=O.CN(C)C=O.CN(C)C=O.CN(C)C=O.CN(C)C=O.CN(C)C=O.ClCCCl", "total_charge": 0, "molar_mass_g_mol": 537.53}